ORCA calculation (wB97M-V/def2-TZVPD) on a structure of composition C37H49KN7OS.

Atoms and positions in Å:
K 0.521 -0.470 0.397
C -3.484 -0.235 1.736
C -3.171 -0.212 0.244
N -2.224 0.834 -0.143
C -2.837 2.133 -0.300
C -1.717 3.126 -0.543
N -1.047 3.391 0.689
C 0.062 4.305 0.675
C 0.605 4.476 2.100
C 1.506 3.299 2.517
N 0.881 2.013 2.558
C 0.172 1.676 3.774
C -1.224 1.174 3.505
N -1.153 -0.008 2.687
C -2.384 -0.802 2.629
H -4.375 -0.908 1.922
H -3.776 0.780 2.018
H -4.103 -0.094 -0.305
H -2.821 -1.225 -0.050
H -1.790 0.550 -1.016
H -3.434 2.385 0.587
H -3.570 2.097 -1.141
H -2.225 4.021 -0.891
H -1.058 2.710 -1.352
H -0.709 2.506 1.063
H -0.265 5.323 0.370
H 0.892 4.056 0.027
H -0.257 4.585 2.791
H 1.189 5.406 2.127
H 2.106 3.595 3.420
H 2.303 3.228 1.734
H 1.532 1.252 2.312
H 0.112 2.592 4.405
H 0.787 0.905 4.324
H -1.809 1.903 3.006
H -1.729 0.901 4.508
H -0.465 -0.640 3.139
H -2.890 -0.951 3.579
H -2.167 -1.793 2.228
C -4.668 -4.199 -0.093
C -3.521 -4.832 -0.825
N -2.979 -4.008 -1.902
C -3.723 -3.984 -3.182
C -4.668 -2.786 -3.482
C -1.867 -3.211 -1.743
S -1.044 -3.172 -0.238
N -1.507 -2.628 -2.883
C -0.767 -1.509 -2.965
O -0.599 -0.609 -2.088
C -0.101 -1.307 -4.276
C 0.606 -0.088 -4.445
C 1.212 0.212 -5.622
C 1.118 -0.656 -6.704
C 0.412 -1.838 -6.538
C -0.269 -2.151 -5.377
H -5.076 -4.862 0.672
H -5.505 -3.896 -0.771
H -4.331 -3.285 0.371
H -3.795 -5.843 -1.177
H -2.719 -5.074 -0.110
H -4.379 -4.847 -3.137
H -3.028 -4.074 -3.994
H -5.500 -2.689 -2.771
H -5.101 -2.914 -4.511
H -4.092 -1.836 -3.519
H 0.580 0.619 -3.614
H 1.693 1.175 -5.777
H 1.545 -0.400 -7.638
H 0.244 -2.578 -7.327
H -0.863 -3.071 -5.362
C 2.131 -1.629 5.207
C 3.007 -0.555 5.392
C 3.621 -0.070 4.246
C 3.210 -0.529 2.978
C 2.176 -1.412 2.725
C 1.695 -2.025 3.931
C 3.986 0.080 1.839
C 5.404 -0.008 1.915
C 6.156 0.620 1.016
C 5.531 1.363 -0.042
C 6.227 2.003 -1.073
C 5.596 2.657 -2.103
C 4.173 2.686 -2.118
C 3.475 1.970 -1.151
C 4.139 1.260 -0.123
N 3.391 0.626 0.810
H 1.702 -2.206 6.051
H 3.302 -0.334 6.369
H 4.397 0.684 4.286
H 0.885 -2.763 3.870
H 5.804 -0.696 2.651
H 7.207 0.456 0.980
H 7.308 1.949 -1.006
H 6.126 3.174 -2.890
H 3.661 3.218 -2.896
H 2.400 1.939 -1.168

For the orbital gap, the calculation gives 6.36 eV. The HOMO energy is -4.02 eV. As for the relative energy (zero: lowest compared OMol25 entry of this formula, charge and spin): 0.00 kcal per mole. Its LUMO energy is 2.3 eV. The total charge is -1. The max |F| comes out at 0.0455 Eh/bohr.